The following is a DFT calculation (the ωB97M-V functional and the def2-TZVPD basis) of a cluster of 12 separate species, C57H62F2N10O23 in total.

Computed properties:
M ... 1293.166 Da
E ... -127523.1984 eV
2S+1 ... 1
HOMO ... -8.8 eV
Kohn-Sham gap ... 8.0660 eV

```
154
Properties=species:S:1:pos:R:3:forces:R:3:lowdin_charge:R:1
O -4.9003 -2.0358 1.9777 -0.2 0.1 -0.1 0.047
N -5.6871 -2.1595 1.0547 0.7 -0.6 -0.1 -0.342
O -6.8397 -1.7865 1.0811 0.2 -0.3 -0.5 0.084
C -5.1172 -2.8790 -0.1611 0.2 0.4 -0.1 -0.108
C -5.9506 -3.5694 -1.0369 0.4 -0.3 0.5 0.004
C -5.3444 -4.2508 -2.1076 -1.0 0.2 -0.1 -0.077
C -4.0143 -4.1178 -2.3633 1.0 0.8 1.2 -0.080
C -3.2121 -3.4006 -1.4708 0.4 -0.1 -0.4 -0.072
C -3.7140 -2.8013 -0.3368 -1.7 -0.3 -0.2 -0.006
H -7.0073 -3.6950 -0.8029 0.2 0.3 -0.2 0.120
H -5.9081 -4.8590 -2.7896 -0.5 -0.1 0.0 0.102
H -3.4741 -4.5655 -3.1661 -0.2 -0.5 -0.7 0.102
H -2.1618 -3.3726 -1.7359 0.1 0.3 0.4 0.101
H -3.1300 -2.3165 0.4143 0.5 0.3 0.1 0.090
O -0.3192 0.3669 -4.1880 -0.1 0.5 0.2 0.094
N -1.4722 0.0897 -3.9597 -1.2 -0.8 0.5 -0.275
O -1.9617 -1.0138 -4.1933 0.2 0.5 0.2 0.071
C -2.4018 1.1064 -3.3764 0.4 0.0 -1.2 -0.156
C -3.7212 0.8999 -3.1423 -1.5 -2.2 1.1 0.021
C -4.5532 1.9627 -2.6467 0.3 -2.1 -1.3 -0.046
C -4.0885 3.2610 -2.7043 0.1 -0.5 0.5 -0.053
C -2.7687 3.4464 -3.0834 0.1 0.8 0.3 -0.064
C -1.9746 2.3845 -3.3676 0.9 1.0 0.2 -0.052
H -4.0027 -0.1966 -3.2504 -0.4 1.7 0.4 0.144
H -5.5560 1.6558 -2.3296 0.4 0.5 -0.1 0.110
H -4.6995 4.0600 -2.3381 -0.2 0.4 0.0 0.113
H -2.2100 4.3774 -3.0989 -0.8 0.3 0.1 0.112
H -0.9833 2.6315 -3.5379 1.9 0.0 -0.5 0.098
O 0.0289 -5.3122 3.5002 0.2 -0.3 0.2 0.080
N 0.7541 -5.9005 2.7314 -0.2 -0.5 -1.4 -0.331
O 0.5107 -6.9926 2.2119 0.0 0.6 0.8 0.047
C 1.9745 -5.2205 2.2360 -0.2 -0.5 1.1 -0.142
C 2.9265 -5.9694 1.5432 -0.6 -1.3 0.0 -0.004
C 4.0354 -5.2982 1.1210 0.8 0.6 0.1 -0.081
C 4.2397 -4.0124 1.5658 1.2 1.9 -0.1 -0.085
C 3.3603 -3.2781 2.3358 -1.6 -2.4 -0.7 -0.039
C 2.1538 -3.9162 2.6522 0.1 1.0 0.7 0.013
H 2.8899 -7.0763 1.4137 -0.6 1.2 -0.1 0.139
H 4.8203 -5.7015 0.5038 -0.1 -0.6 0.0 0.108
H 5.1631 -3.4858 1.3186 -0.1 -0.3 -0.2 0.109
H 3.4868 -2.2753 2.5891 0.5 1.4 0.4 0.090
H 1.4129 -3.3926 3.2967 0.5 -0.7 -0.9 0.107
O 2.9660 -0.3729 -5.5755 -0.1 0.3 -0.3 0.075
N 3.1538 0.3294 -4.5984 1.2 -3.3 0.8 -0.344
O 2.6922 1.3855 -4.3760 -1.4 2.8 -0.1 0.102
C 4.0258 -0.2285 -3.5272 0.8 -0.1 0.0 -0.144
C 4.3665 -1.5822 -3.5288 -1.3 1.7 -0.9 -0.016
C 5.2752 -2.0669 -2.6606 0.5 -0.8 0.6 -0.068
C 5.8855 -1.2106 -1.7789 0.3 1.2 0.4 -0.066
C 5.6086 0.1559 -1.8091 -0.9 0.5 0.5 -0.037
C 4.6066 0.6689 -2.6523 1.0 -0.3 -0.6 -0.005
H 3.8582 -2.1378 -4.2557 -0.4 -1.2 -0.8 0.102
H 5.5253 -3.1155 -2.6501 0.0 -0.1 0.0 0.117
H 6.6032 -1.5952 -1.0819 0.3 0.0 0.2 0.104
H 6.0570 0.8673 -1.1114 0.2 -0.4 -0.2 0.111
H 4.4449 1.7346 -2.8122 -0.1 -0.2 0.6 0.104
O -4.2688 0.5286 0.6555 -0.4 -1.2 0.2 0.096
N -4.7114 1.6274 0.5259 -0.4 2.4 -1.7 -0.296
O -5.8820 1.9356 0.1568 2.6 -0.6 1.3 0.032
C -3.6332 2.7161 0.6219 -0.9 0.8 0.4 -0.117
C -2.3327 2.4885 0.1410 -2.5 -0.6 0.6 -0.041
C -1.3931 3.4508 0.3295 2.5 0.0 -0.9 -0.091
C -1.6540 4.7215 0.8494 -1.1 -0.4 -0.3 -0.056
C -2.9742 4.9574 1.2650 0.6 0.3 0.2 -0.068
C -3.9550 3.9437 1.1944 0.4 0.7 0.4 -0.017
H -2.1439 1.5497 -0.3383 0.4 -0.3 0.0 0.087
H -0.3809 3.1023 -0.0053 -0.8 0.9 0.4 0.106
H -0.8987 5.5110 0.8638 -0.2 -0.4 0.2 0.111
H -3.1920 5.9523 1.7103 -0.1 -0.9 -0.3 0.118
H -4.8913 4.1946 1.6917 -0.1 -0.5 -0.5 0.121
O -1.9378 5.1233 4.9654 -0.6 0.1 0.4 0.058
N -2.9034 4.4199 5.2474 1.7 -0.3 -1.8 -0.362
O -3.7754 4.6935 6.0055 -1.3 0.7 1.2 0.100
C -2.9576 3.1181 4.5724 2.7 0.2 -0.6 -0.151
C -1.8194 2.7239 3.8063 -0.4 2.2 0.9 0.016
C -1.8071 1.4887 3.2466 -0.4 0.0 0.7 -0.078
C -2.7871 0.5737 3.5446 -0.7 -0.2 -0.2 -0.078
C -3.8477 0.9795 4.3049 -1.1 -0.8 -0.1 -0.053
C -3.9793 2.2775 4.7946 -1.1 -1.4 -0.2 -0.007
H -1.0103 3.4708 3.6652 -0.7 -0.8 0.0 0.106
H -1.0617 1.2205 2.5961 1.9 -0.5 -1.4 0.076
H -2.8552 -0.4219 3.1200 0.4 0.1 -0.1 0.112
H -4.6145 0.2093 4.3916 -0.2 0.6 0.4 0.117
H -4.8940 2.5882 5.2496 -0.2 0.2 0.5 0.119
O 1.2729 4.0947 3.4202 0.7 -0.6 -0.4 0.064
N 2.0110 3.8150 2.4761 -0.5 0.9 0.5 -0.313
O 1.6505 3.8527 1.3201 0.0 -0.4 -0.2 0.063
C 3.4533 3.6093 2.7437 -0.4 0.5 -0.2 -0.138
C 3.9137 3.7110 4.0522 -0.6 -1.0 -0.9 -0.006
C 5.2691 3.6448 4.1990 1.1 0.1 0.0 -0.069
C 6.1607 3.5896 3.1091 -0.1 0.4 1.2 -0.067
C 5.6541 3.5411 1.8401 0.6 -0.5 -0.4 -0.079
C 4.2878 3.5324 1.6445 -0.5 0.1 -0.6 0.005
H 3.2224 3.6607 4.8821 0.1 0.4 0.0 0.123
H 5.6488 3.6475 5.1930 0.4 0.1 0.6 0.098
H 7.2463 3.6476 3.2601 -0.6 -0.2 0.1 0.114
H 6.3692 3.4388 1.0280 -0.4 0.2 -0.2 0.111
H 3.8752 3.5258 0.6328 0.0 -0.1 0.4 0.113
O -1.3518 -0.5154 -0.0217 -0.2 -0.2 -0.1 0.139
C -0.2199 -0.3953 -0.3810 -0.4 -0.2 -0.1 -0.611
O 0.2886 0.7806 -0.7404 1.5 1.0 0.0 0.062
C 1.7464 0.6721 -0.9080 -1.2 0.0 -1.1 -0.004
C 1.9378 -0.7943 -1.0393 -1.8 -2.6 0.0 -0.267
F 2.8708 -1.3553 -0.2582 1.0 0.4 0.7 0.091
O 0.6677 -1.3774 -0.5387 1.0 0.7 -0.4 0.105
H 1.9960 1.2332 -1.8239 0.1 -0.1 0.7 0.133
H 2.2710 0.9019 -0.0139 0.2 1.1 0.8 0.106
H 2.0983 -1.2414 -2.0001 -0.1 0.2 -0.7 0.124
O 0.8356 -3.4096 -2.3639 0.3 -0.3 -0.2 0.150
C 0.5328 -3.1124 -3.4822 0.0 0.6 2.1 -0.580
O 1.0744 -2.0694 -4.1289 0.2 -0.6 -1.0 0.041
C 0.6936 -2.2004 -5.5120 -0.4 0.7 0.4 -0.054
C -0.4897 -3.1286 -5.4831 -0.6 -0.3 1.6 -0.290
F -0.3595 -4.1307 -6.3526 0.4 -0.9 -0.6 0.095
O -0.4918 -3.6495 -4.1218 0.2 -0.3 -1.8 0.141
H 0.4554 -1.2281 -5.9110 0.0 0.3 0.0 0.122
H 1.4857 -2.6388 -6.0794 0.6 -0.3 -0.3 0.133
H -1.4689 -2.7288 -5.5824 -0.6 0.6 -0.5 0.137
C -0.1683 -1.5429 4.2977 0.2 1.6 0.1 -0.041
N 0.8247 -0.4929 3.9382 -0.4 -1.5 -1.4 -0.163
C 1.3829 0.3645 4.9975 -1.9 -1.1 -1.1 -0.010
C 1.0486 -0.3089 2.5855 1.2 0.9 1.6 -0.294
O 1.8758 0.4832 2.1215 -0.6 -0.2 0.4 -0.010
H 0.2843 -2.3368 4.8951 -0.1 0.2 0.2 0.084
H -0.5484 -1.9763 3.3825 -0.2 -0.2 -0.2 0.054
H -0.9922 -1.0086 4.8150 0.3 -0.7 0.0 0.086
H 0.4991 0.8922 5.3793 0.4 0.0 0.6 0.093
H 1.9470 -0.2104 5.7362 -0.1 0.2 -0.1 0.095
H 1.9470 1.0515 4.4440 1.3 1.2 -0.3 0.045
H 0.4495 -0.9336 1.9313 -0.3 -0.5 0.1 0.109
C -1.3764 -6.1245 -0.0784 -0.8 0.7 -1.9 -0.069
N -1.4072 -5.0289 0.8393 -0.4 -0.9 0.1 -0.168
C -2.5733 -5.1597 1.7598 2.0 1.5 0.5 -0.010
C -0.7019 -3.9123 0.5944 -1.9 1.7 2.9 -0.297
O -0.8140 -2.9409 1.3676 0.5 -0.7 -0.7 -0.039
H -2.0677 -5.8636 -0.9376 0.9 -0.5 0.4 0.098
H -1.8145 -6.9703 0.3880 -0.1 -0.9 0.5 0.071
H -0.3750 -6.3726 -0.4076 0.1 0.1 -0.2 0.091
H -2.5419 -4.3315 2.4740 0.0 -0.2 -0.1 0.091
H -3.4655 -5.0609 1.1896 -0.9 -0.2 -0.5 0.070
H -2.5043 -6.1025 2.2928 0.0 -0.1 -0.1 0.089
H -0.1149 -3.8086 -0.2913 0.7 -0.6 -0.8 0.113
C 1.6104 5.6786 -4.6470 1.3 -0.1 1.0 -0.048
N 2.0764 5.1812 -3.3426 -0.2 0.5 0.5 -0.172
C 1.2258 5.5216 -2.1830 -0.1 -0.6 -0.6 -0.037
C 3.2823 4.5200 -3.1513 -1.3 0.6 -1.0 -0.329
O 3.6401 4.0064 -2.1216 0.2 -0.2 0.9 0.003
H 0.7422 5.1266 -4.9797 -0.3 0.1 -0.1 0.081
H 2.4401 5.5040 -5.3053 0.2 -0.1 -0.8 0.070
H 1.4602 6.7672 -4.6211 -0.3 -0.4 0.1 0.091
H 0.3560 4.8455 -2.0661 -0.2 0.7 -0.8 0.082
H 1.7463 5.2021 -1.3325 1.2 0.0 1.4 0.041
H 1.0007 6.6097 -2.0868 0.0 -0.9 -0.4 0.107
H 3.9276 4.4422 -4.0491 -0.5 0.2 -0.1 0.138
```
Positions in Å, forces in eV/Å.